# 1
Molecular formula: C17H19N2OPtS4
Method: DFT, ωB97M-V/def2-TZVPD

Geometry as XYZ:
```
44
C17H19N2OPtS4 | the OMol25 dataset | ωB97M-V/def2-TZVPD
Pt -0.09118 -0.13688 0.13847
C -2.26702 3.54993 0.84422
C -3.43411 3.08676 1.43797
C -3.59378 1.73297 1.64550
C -2.59676 0.84577 1.23624
N -1.48774 1.31020 0.63710
C -1.31374 2.62464 0.47071
C -2.60958 -0.60682 1.41038
C -3.65875 -1.28509 2.03474
C -3.59101 -2.65176 2.20581
C -2.45445 -3.33386 1.76174
C -1.41059 -2.66848 1.14839
C -1.46279 -1.28114 0.94360
H -2.08821 4.60443 0.68753
H -4.20328 3.78173 1.75188
H -4.47990 1.34899 2.13024
H -0.36043 2.91431 0.04790
H -4.52659 -0.74492 2.39724
H -4.40036 -3.18244 2.69184
H -2.38615 -4.40686 1.90602
H -0.53512 -3.21295 0.82580
S 1.37693 -1.79486 -0.52977
S 2.27663 -2.28551 1.27856
S 3.00439 -0.49002 2.00461
S 1.34424 0.57121 2.52619
O 1.21819 1.32133 -0.98971
C 1.57250 1.28675 -2.15466
C 2.29048 2.46368 -2.75818
C 1.15355 3.36639 -3.28413
C 0.10804 2.68890 -4.19436
C -0.85491 1.70535 -3.49202
C -0.28929 0.28819 -3.29467
N 1.16143 0.35240 -3.07064
H 2.93661 2.14706 -3.58197
H 2.88709 2.98130 -2.01040
H 1.59979 4.21188 -3.81142
H 0.62941 3.77688 -2.41581
H 0.61486 2.18544 -5.02754
H -0.48646 3.48507 -4.64754
H -1.78366 1.63428 -4.06332
H -1.12811 2.11761 -2.51530
H -0.44171 -0.32498 -4.18340
H -0.75419 -0.21368 -2.44613
H 1.65982 0.46765 -3.93970
```

Values from the calculation:
E ... -69556.2829 eV
Kohn-Sham gap ... 0.182 Ha
HOMO energy ... -0.0934 Ha
Net charge ... -1



# 2
Molecular formula: C17H19N3O2S
Method: DFT, ωB97M-V/def2-TZVPD

Geometry as XYZ:
```
42
C17H19N3O2S | the OMol25 dataset | ωB97M-V/def2-TZVPD
C -1.98782 -2.67173 -0.48534
C -2.92007 -1.54113 -0.18214
C -4.24384 -1.55259 -0.59395
C -5.08539 -0.48274 -0.33921
C -4.60891 0.62520 0.34009
C -3.29554 0.65828 0.76914
C -2.45146 -0.41636 0.50832
N -1.12735 -0.42103 0.97029
C -0.24261 0.59277 1.10720
S 0.97830 0.39549 2.21814
N -0.37141 1.72646 0.36025
C 0.69948 2.69710 0.45789
C 1.92499 2.18012 -0.33880
N 1.45237 1.26648 -1.35933
C 1.51706 -0.09797 -1.23463
O 0.67938 -0.82569 -1.74264
C 2.69282 -0.64805 -0.54075
C 3.99559 -0.22601 -0.42456
C 4.67431 -1.24131 0.27910
C 3.74054 -2.20189 0.53668
O 2.55480 -1.85900 0.03563
C 0.25198 1.77032 -1.99860
C -0.91658 1.69435 -0.98749
H -2.46043 -3.38918 -1.15049
H -1.08025 -2.29593 -0.95910
H -1.69944 -3.19338 0.42864
H -4.61840 -2.41189 -1.13112
H -6.11178 -0.51410 -0.67203
H -5.26095 1.46064 0.54568
H -2.91395 1.50967 1.31266
H -0.81357 -1.28219 1.39938
H 0.32610 3.63970 0.05252
H 0.96448 2.83458 1.50622
H 2.59898 1.65333 0.33371
H 2.45694 3.01181 -0.81014
H 4.41703 0.67800 -0.81471
H 5.70805 -1.25292 0.55677
H 3.80410 -3.13701 1.05745
H 0.03375 1.15185 -2.86902
H 0.44695 2.79536 -2.31899
H -1.60346 2.53669 -1.11655
H -1.46214 0.76774 -1.14486
```

Values from the calculation:
Structure (SMILES) ... Cc1ccccc1NC(=S)N1CCN(C(=O)c2ccco2)CC1
E ... -37338.0213 eV
Kohn-Sham gap ... 0.321 Ha
HOMO energy ... -0.2931 Ha
Net charge ... 0



# 3
Molecular formula: C17H19N5O2Os
Method: DFT, ωB97M-V/def2-TZVPD

Geometry as XYZ:
```
44
C17H19N5O2Os | the OMol25 dataset | ωB97M-V/def2-TZVPD
N 0.12506 2.19937 -0.46462
C 0.17242 3.36156 -0.30513
C 0.23246 4.79481 -0.23842
H -0.78285 5.21699 -0.29403
H 0.81826 5.17688 -1.08955
H 0.70331 5.14884 0.69505
N 1.71742 -1.12393 -0.74643
C 2.70575 -1.76306 -0.76701
C 3.90241 -2.54202 -0.94312
H 4.53465 -2.06686 -1.71077
H 3.64028 -3.56232 -1.26848
H 4.48317 -2.61552 -0.00691
N -1.98518 -0.97500 -0.37794
C -3.01544 -1.49924 -0.25447
C -4.30130 -2.14518 -0.22790
H -4.32832 -2.97906 0.49455
H -4.53515 -2.54774 -1.22531
H -5.08912 -1.42654 0.04853
Os 0.25658 -0.12888 0.42360
C 0.11794 -1.71198 1.38136
O -0.03409 -2.69109 2.00692
C 1.66442 0.60651 1.36615
O 2.49442 1.11404 2.01326
C 0.48096 1.34615 -3.30308
C -0.90662 1.41490 -3.18323
C -1.66374 0.24844 -3.18432
C -1.03410 -0.99054 -3.30418
C 0.35041 -1.05922 -3.41984
C 1.10952 0.11134 -3.42051
H 1.07300 2.26098 -3.31795
H -1.39772 2.38454 -3.09990
H -2.74969 0.30245 -3.10304
H -1.62826 -1.90432 -3.32157
H 0.84220 -2.02636 -3.53296
H 2.19332 0.05925 -3.53407
N -2.09139 0.04183 2.37623
C -2.57970 0.74841 3.38123
C -1.91424 1.95632 3.42528
C -1.00281 1.92862 2.38503
N -1.09993 0.72323 1.75187
H -2.41619 -0.87900 2.08813
H -3.34511 0.35833 4.01592
H -2.04926 2.76588 4.12369
H -0.28085 2.67118 2.07395
```

Values from the calculation:
Spin multiplicity ... 5
E ... -31899.2613 eV
Kohn-Sham gap (spin up / spin down) ... 0.136 / 0.163 Ha
HOMO energy (spin up / spin down) ... -0.6601 / -0.8143 Ha
Net charge ... +4